[1]
Density functional theory data (the ωB97M-V functional and the def2-TZVPD basis) for 3 unconnected molecules or ions with the total composition C4H13NO2.

Output
Charge: 0
HOMO-LUMO gap (eV): 8.777
HOMO energy (eV): -8.35
DFT total energy (eV): -9942.493
Energy above the lowest of the compared OMol25 structures with the same formula, charge and spin (kJ/mol): 164.4
SMILES: C1CCNC1.O.O
Lowest unoccupied orbital energy (eV): 0.4225

```
20
Properties=species:S:1:pos:R:3:forces:R:3:mulliken_charge:R:1
C -0.518329 -0.731740 -1.421046 0.811 2.268 0.103 -0.50
C -0.661268 0.596129 -0.574883 -2.930 0.348 -4.112 -0.56
C -2.201022 0.780877 -0.282072 -0.262 -2.150 0.872 -0.46
N -2.732788 -0.639533 -0.424772 0.787 -0.794 0.462 -0.49
C -1.571234 -1.509571 -0.744403 -1.244 -1.953 0.780 -0.49
H 0.475809 -1.202510 -1.252437 -0.592 0.403 -0.291 0.24
H -0.630738 -0.485227 -2.521566 -0.202 -0.575 1.268 0.30
H -0.267608 1.416657 -1.126176 0.485 0.813 -0.174 0.34
H -0.205587 0.511508 0.308970 1.939 -0.321 3.419 0.32
H -2.416953 1.237902 0.710736 0.461 -0.507 -0.390 0.26
H -2.945469 1.181906 -0.928945 0.680 1.768 -1.156 0.25
H -3.198192 -1.028633 0.404957 0.337 0.555 -0.461 0.25
H -1.888825 -2.357511 -1.393407 0.013 0.243 0.788 0.30
H -1.134061 -1.877203 0.237073 -0.287 -0.099 -1.108 0.26
O 3.762519 -1.146767 2.647921 -0.455 -0.992 -1.207 -0.64
H 3.174570 -1.201432 1.848617 0.842 0.087 1.163 0.32
H 4.191357 -2.031470 2.670983 -0.403 0.914 0.019 0.33
O 2.286631 2.422316 0.005022 0.161 -1.582 1.276 -0.60
H 2.631678 2.015856 0.836483 -0.553 0.087 -0.986 0.31
H 2.661459 3.278335 0.088999 0.413 1.488 -0.267 0.30
```
Forces are in eV/Å.



[2]
Density functional theory data (the ωB97M-V functional and the def2-TZVPD basis) for 3 unconnected molecules or ions with the total composition C4H13NO2.

Output
Charge: 0
HOMO-LUMO gap (eV): 3.538
HOMO energy (eV): -8.04
DFT total energy (eV): -9934.461
Energy above the lowest of the compared OMol25 structures with the same formula, charge and spin (kJ/mol): 939.4
Lowest unoccupied orbital energy (eV): -4.5001

```
20
Properties=species:S:1:pos:R:3:forces:R:3:mulliken_charge:R:1
C 2.224587 -0.831021 -0.527234 1.359 2.600 -1.222 -0.76
O 1.761385 -2.079270 -1.093451 -1.270 1.678 4.471 -0.49
C 1.115852 0.181729 -0.024222 1.003 0.281 -2.358 -1.17
C -0.264484 -0.137557 -0.562109 -0.544 0.508 0.201 0.07
C -1.055452 1.194009 -0.651051 0.208 -1.172 1.921 -0.85
N -0.831833 2.004111 0.513586 -0.520 -0.437 -1.144 -0.51
H 2.853995 -0.283001 -1.258651 -0.411 -0.525 0.038 0.37
H 2.879072 -0.948205 0.335617 0.170 -0.687 0.055 0.32
H 0.860885 -1.742530 1.378114 -0.456 0.050 -0.035 0.19
H 1.265723 1.183100 -0.462801 0.955 -0.323 -0.002 0.57
H 1.229915 0.348462 1.047450 -0.646 -0.381 0.096 0.29
H -0.767399 -0.755542 0.197583 -0.314 -0.408 -0.335 0.41
H -0.322440 -0.601671 -1.582205 0.483 0.146 1.116 0.24
H -0.662463 1.717513 -1.547622 -0.099 0.067 -0.028 0.50
H -2.122072 0.902180 -0.786379 0.065 0.941 -0.343 0.41
H -2.089696 0.695351 1.518005 0.114 -0.116 0.408 0.35
H -1.463688 2.812143 0.469450 -0.138 -0.166 0.035 0.25
H -2.420858 -0.325749 2.641146 0.156 0.111 0.064 0.32
H 1.284732 -2.107833 -0.128368 0.141 -2.177 -2.644 0.15
O -2.641986 -0.069079 1.743201 -0.257 0.012 -0.293 -0.67
```
Forces are in eV/Å.



[3]
Density functional theory data (the ωB97M-V functional and the def2-TZVPD basis) for 3 unconnected molecules or ions with the total composition C4H13NO2.

Output
Charge: 0
HOMO-LUMO gap (eV): 8.239
HOMO energy (eV): -7.65
DFT total energy (eV): -9943.127
Energy above the lowest of the compared OMol25 structures with the same formula, charge and spin (kJ/mol): 103.2
SMILES: C=C(C)NC.O.O
Lowest unoccupied orbital energy (eV): 0.5899

```
20
Properties=species:S:1:pos:R:3:forces:R:3:mulliken_charge:R:1
C 0.019999 1.348846 -1.157897 -0.014 -0.062 0.073 -1.16
C 0.783831 0.513773 -0.443091 0.864 0.269 0.245 0.90
C 2.243570 0.345013 -0.801633 -0.218 -0.805 -0.708 -1.27
N 0.332902 -0.202171 0.638551 -0.757 0.061 0.625 -0.13
C 1.152269 -0.820786 1.666177 0.068 0.284 0.093 -1.11
H 0.420036 1.785277 -2.058448 -0.038 0.205 0.014 0.29
H -0.960983 1.621772 -0.810594 -0.259 -0.009 -0.184 0.26
H 2.781609 -0.344183 -0.153295 0.013 0.288 0.140 0.40
H 2.768681 1.288275 -0.916005 -0.033 0.078 0.308 0.27
H 2.275620 -0.131570 -1.780912 0.085 -0.013 -0.186 0.30
H -0.579255 0.088624 0.984989 0.267 -0.019 -0.287 0.29
H 2.091579 -0.286598 1.861481 -0.121 -0.229 -0.202 0.35
H 1.328816 -1.870664 1.443715 0.353 -0.085 -0.023 0.31
H 0.611372 -0.792854 2.609049 -0.180 0.004 0.016 0.35
O -2.500756 0.703456 1.072415 -0.535 0.686 -0.288 -0.65
H -2.779230 0.455521 0.180265 0.047 -0.304 0.138 0.29
H -2.862947 1.605531 1.142453 0.317 -0.445 0.242 0.32
O -2.630270 -2.071030 -1.151276 0.097 0.239 0.214 -0.67
H -2.628566 -1.317884 -1.750794 0.086 -0.083 -0.109 0.32
H -1.868277 -1.918348 -0.575150 -0.042 -0.060 -0.122 0.33
```
Forces are in eV/Å.



[4]
Density functional theory data (the ωB97M-V functional and the def2-TZVPD basis) for 4 unconnected molecules or ions with the total composition C4H13NO2.

Output
⟨S²⟩: 0.75
2S+1: 2
Charge: +1
HOMO-LUMO gap (alpha / beta) (eV): 4.790 / 4.654
HOMO energy (alpha / beta) (eV): -12.50 / -12.37
DFT total energy (eV): -9930.664
Energy above the lowest of the compared OMol25 structures with the same formula, charge and spin (kJ/mol): 529.8
Lowest unoccupied orbital energy (alpha / beta) (eV): -7.7078 / -7.7177

```
20
Properties=species:S:1:pos:R:3:forces:R:3:mulliken_charge:R:1
C -1.423998 -0.264334 0.277503 0.558 -0.060 0.217 -0.32
N -0.865622 -0.717541 -0.975317 -0.451 -0.957 0.528 -0.58
C 1.090915 -1.522066 2.469925 2.824 2.979 0.197 -0.48
C 1.920214 0.041178 0.677721 0.560 0.047 0.831 -0.48
C 1.873944 -1.150949 1.369812 -0.991 -2.145 -1.011 0.26
H -0.744209 -0.559656 1.097337 -0.424 0.305 -0.151 -0.22
H -1.575617 0.818537 0.286423 -0.037 0.156 0.405 0.28
H -2.370330 -0.749951 0.485001 -0.160 -0.066 -0.110 0.39
H 0.002068 -0.261504 -1.198996 -0.284 0.363 -0.394 0.29
H 1.413232 -2.374859 3.056301 -0.917 -0.625 -0.355 0.33
H 0.674084 -0.661232 2.997912 -0.897 -0.586 -0.022 0.37
H 2.678801 0.070106 -0.102865 -0.351 0.323 -0.107 0.30
H 1.412106 0.959262 0.944348 -0.311 -0.020 -0.126 0.35
H 2.403746 -1.957003 0.857813 0.195 0.114 0.448 0.29
H 0.545105 2.126818 -2.318363 -0.099 0.113 -0.028 0.29
H -0.747631 1.689161 -1.567850 1.203 0.500 -0.212 0.39
O 0.211001 1.894613 -1.447685 0.150 -0.181 0.519 -0.64
H -2.737361 1.763543 -2.982537 0.082 -0.017 -0.058 0.32
H -1.576829 -0.592188 -1.682819 0.469 -0.186 -0.397 0.26
O -2.183617 1.448067 -2.243663 -1.119 -0.055 -0.175 -0.39
```
Forces are in eV/Å.



[5]
Density functional theory data (the ωB97M-V functional and the def2-TZVPD basis) for 4 unconnected molecules or ions with the total composition C4H13NO3.

Output
Charge: 0
HOMO-LUMO gap (eV): 9.343
HOMO energy (eV): -9.11
DFT total energy (eV): -11989.297
Energy above the lowest of the compared OMol25 structures with the same formula, charge and spin (kJ/mol): 306.3
SMILES: C=N/C=C/C.O.O.O
Lowest unoccupied orbital energy (eV): 0.2316

```
21
Properties=species:S:1:pos:R:3:forces:R:3:mulliken_charge:R:1
C 0.374992 2.178852 -1.420187 -1.683 -0.844 -0.911 -0.28
N 0.063516 1.500295 -0.378953 -1.795 0.657 -0.172 -0.37
C -0.942066 0.455110 -0.422531 -0.926 -1.716 0.099 -0.22
C -1.768583 0.087283 0.642970 3.127 1.799 -2.814 -0.09
C -2.604211 -1.129318 0.639499 1.301 -0.763 2.381 -1.23
H 0.082469 1.886718 -2.494878 0.272 0.193 1.555 0.22
H 0.702539 3.214651 -1.303489 0.940 -0.523 0.124 0.28
H -1.124996 -0.096151 -1.410826 0.724 0.737 1.281 0.25
H -1.748194 0.830405 1.429300 -0.053 -0.506 0.703 0.38
H -2.679983 -1.613660 -0.281213 0.222 -0.723 -1.604 0.38
H -2.293665 -1.906799 1.435499 0.070 1.184 -1.242 0.24
H -3.567014 -0.913258 0.950758 -2.203 0.624 0.537 0.38
O 1.935517 1.107417 1.746425 -0.246 0.022 0.584 -0.74
H 1.295586 0.682022 2.347498 0.458 0.202 -0.326 0.33
H 1.358531 1.557377 1.106209 -0.190 -0.022 -0.164 0.42
O 2.131203 -1.294757 0.627784 2.521 -0.135 1.245 -0.72
H 2.889603 -1.938348 0.903272 -2.035 2.032 -0.865 0.28
H 2.400439 -0.339304 0.895254 -0.475 -1.914 -0.044 0.45
O 1.391674 -1.400676 -1.954983 -1.001 -0.185 -0.688 -0.65
H 0.491623 -1.821912 -1.994561 1.583 0.853 0.665 0.30
H 1.611014 -1.045949 -1.062846 -0.610 -0.971 -0.346 0.36
```
Forces are in eV/Å.